[1]
DFT (ωB97M-V with the def2-TZVPD basis set) results for a cluster of 2 separate species, C17H32F9O3P2S in total at a distorted geometry.

Structure (XYZ):
```
64
C17H32F9O3P2S, DFT ωB97M-V with the def2-TZVPD basis set
C 5.698 1.412 0.682
C 4.910 2.676 0.051
C 3.818 2.097 -0.949
C 2.631 3.145 -1.253
C 1.784 3.465 0.058
C 0.274 2.888 0.002
C 0.001 2.229 1.422
C -1.449 1.601 1.605
C -1.548 0.341 2.559
C -0.596 0.372 3.837
O 0.215 -0.815 4.046
S 1.114 -1.235 2.721
O 2.301 -0.374 2.448
O 1.632 -2.628 3.000
C -0.022 -1.439 1.244
C 0.459 -0.653 -0.036
C 0.674 -1.727 -1.221
C 1.010 -0.992 -2.599
F 0.564 -1.826 -3.630
F 0.349 0.221 -2.743
F 2.373 -0.817 -2.792
C -1.481 -1.084 1.788
P -2.923 -1.393 0.619
C -2.800 -0.553 -1.043
C -2.907 -3.285 0.355
H 5.440 1.283 1.782
H 6.827 1.553 0.645
H 5.465 0.445 0.143
H 5.676 3.351 -0.440
H 4.485 3.245 0.928
H 4.354 1.841 -1.912
H 3.346 1.186 -0.477
H 1.972 2.809 -2.109
H 3.173 4.108 -1.546
H 2.307 2.918 0.915
H 1.804 4.560 0.348
H 0.119 2.199 -0.878
H -0.381 3.801 -0.164
H 0.855 1.521 1.634
H 0.097 3.071 2.189
H -2.090 2.418 2.083
H -1.884 1.455 0.571
H -2.615 0.353 2.968
H 0.098 1.262 3.901
H -1.258 0.446 4.764
H -0.047 -2.546 0.969
H -0.227 0.194 -0.357
H 1.483 -0.157 0.075
H -0.276 -2.319 -1.346
H 1.560 -2.359 -0.920
H -1.650 -1.835 2.639
H -3.035 0.563 -1.037
H -3.612 -1.013 -1.706
H -1.834 -0.677 -1.614
H -2.011 -3.530 -0.310
H -3.870 -3.646 -0.095
H -2.747 -3.805 1.359
F -5.089 -1.876 -3.214
P -5.374 -3.475 -3.312
F -4.303 -3.376 -2.091
F -5.009 -3.323 -4.885
F -6.882 -3.060 -3.742
F -6.289 -4.321 -2.273
F -4.659 -4.888 -3.660
```

Its net charge is -1. Its largest force on an atom is 6.51 eV/A.

***

[2]
DFT (ωB97M-V with the def2-TZVPD basis set) results for a structure of composition C41H45BaClFN6O6 at a distorted geometry.

Structure (XYZ):
```
101
C41H45BaClFN6O6, DFT ωB97M-V with the def2-TZVPD basis set
Ba 1.128 0.464 -1.799
C -2.816 0.869 -0.955
C -2.922 0.115 -2.291
C -2.462 -1.315 -2.183
C -3.115 -2.334 -2.872
C -2.650 -3.632 -2.759
C -1.552 -3.885 -1.949
C -0.965 -2.816 -1.297
N -1.401 -1.557 -1.412
N -1.587 1.655 -0.765
C -1.669 2.943 -1.464
C -1.385 2.843 -2.945
C -2.220 3.438 -3.879
C -1.896 3.348 -5.226
C -0.735 2.691 -5.591
C 0.050 2.144 -4.589
N -0.268 2.198 -3.294
C -1.356 1.821 0.682
C -0.207 2.736 1.024
C -0.335 3.673 2.041
C 0.743 4.487 2.348
C 1.915 4.347 1.623
C 1.967 3.377 0.636
N 0.933 2.580 0.341
H -2.855 0.134 -0.155
H -3.688 1.529 -0.835
H -2.313 0.580 -3.068
H -3.950 0.132 -2.653
H -3.963 -2.096 -3.503
H -3.139 -4.440 -3.292
H -1.164 -4.887 -1.821
H -0.105 -2.971 -0.647
H -0.913 3.611 -1.054
H -2.648 3.419 -1.312
H -3.119 3.947 -3.552
H -2.545 3.779 -5.979
H -0.444 2.590 -6.629
H 0.979 1.645 -4.832
H -1.118 0.835 1.098
H -2.258 2.192 1.189
H -1.265 3.750 2.592
H 0.665 5.225 3.137
H 2.781 4.968 1.823
H 2.875 3.214 0.065
C 2.767 0.881 2.943
C 2.175 0.696 4.348
C 3.078 -0.245 5.159
C 0.709 0.274 4.512
C 0.140 0.750 5.695
C -1.144 0.432 6.094
C -1.886 -0.417 5.288
C -1.387 -0.916 4.088
C -2.302 -1.875 3.330
C -2.802 -1.321 1.995
C -1.692 -3.268 3.138
C -0.075 -0.554 3.641
N 0.335 -0.914 2.361
C 1.251 -1.834 2.079
C 1.779 -2.819 2.970
C 2.690 -3.780 2.560
C 3.156 -3.842 1.247
C 2.688 -2.891 0.342
C 1.787 -1.957 0.770
F 1.389 -0.991 -0.150
H 3.548 1.650 2.978
H 2.017 1.183 2.221
H 3.229 -0.038 2.581
H 2.232 1.672 4.832
H 3.046 -1.251 4.734
H 2.761 -0.299 6.205
H 4.118 0.104 5.126
H 0.740 1.397 6.332
H -1.554 0.823 7.018
H -2.884 -0.710 5.601
H -3.182 -2.001 3.966
H -1.966 -1.180 1.311
H -3.302 -0.359 2.152
H -3.522 -2.010 1.534
H -0.898 -3.250 2.390
H -2.463 -3.972 2.803
H -1.270 -3.642 4.075
H 1.428 -2.796 3.996
H 3.047 -4.507 3.283
H 3.869 -4.595 0.938
H 3.030 -2.856 -0.689
O 2.335 -1.477 -2.937
C 1.524 -1.429 -3.876
C 1.754 -2.053 -5.252
C 0.452 -1.753 -5.991
C -0.366 -0.947 -4.975
O -1.477 -0.499 -5.215
N 0.324 -0.810 -3.793
H 1.964 -3.115 -5.136
H 2.632 -1.582 -5.695
H -0.110 -2.645 -6.263
H 0.585 -1.159 -6.894
O 2.946 1.386 -3.828
Cl 3.352 2.284 -2.763
O 2.392 3.356 -2.656
O 4.668 2.794 -3.004
O 3.336 1.533 -1.512
```

Its net charge is -1. Its largest force on an atom is 3.26 eV/A.

***

| no. | molar mass (g/mol) | gap between HOMO and LUMO (eV) | calculated total energy (Ha) |
| --- | --- | --- | --- |
| 1 | 549.44 | 8.143 | -2872.4725 |
| 2 | 909.63 | 6.003 | -2954.8509 |